Computed, not measured: C27H64BN2O5Sn as an isolated structure, with ωB97M-V with the def2-TZVPD basis set.

Structure (XYZ):
```
100
C27H64BN2O5Sn, DFT ωB97M-V with the def2-TZVPD basis set
Sn 0.2045 3.1593 2.3232
B -0.2885 0.9867 0.2193
H -0.8782 1.8889 0.1690
H -0.5764 0.4690 1.1211
H -0.5069 0.3915 -0.6538
H 0.7499 1.2781 0.2514
C -1.4462 -3.1925 -5.6655
C -0.7464 -1.9288 -5.1020
N 0.6826 -1.7921 -5.3538
C 1.1194 -0.5060 -4.7329
C 1.3392 -0.6915 -3.2138
C 0.8394 -1.6008 -6.8023
C 2.2906 -1.8657 -7.1663
H -2.4856 -3.2384 -5.3404
H -0.9105 -4.1050 -5.4039
H -1.5063 -3.0947 -6.7494
H -1.3470 -1.0644 -5.3854
H -0.8824 -2.0615 -4.0287
H 2.0452 -0.1942 -5.2164
H 0.3987 0.2901 -4.9198
H 0.4843 -0.9459 -2.5872
H 2.1248 -1.4211 -3.0172
H 1.7759 0.2102 -2.7844
H 0.6040 -0.5521 -6.9839
H 0.2027 -2.2538 -7.3992
H 3.0373 -1.3537 -6.5594
H 2.4196 -1.5370 -8.1975
H 2.5127 -2.9326 -7.1905
C 4.0558 2.1418 3.9951
C 3.0222 1.4650 4.9178
N 1.7641 0.9742 4.2673
C 0.8594 0.4391 5.3222
C 0.1640 1.6076 6.0970
C 2.0312 -0.0283 3.2529
C 2.4019 -1.4174 3.7877
H 3.7463 3.0525 3.4823
H 4.4903 1.3939 3.3318
H 4.8168 2.4689 4.7036
H 3.4946 0.5725 5.3282
H 2.7591 2.1061 5.7592
H 0.0964 -0.1038 4.7644
H 1.4452 -0.1801 6.0016
H -0.7036 1.2307 6.6385
H 0.8347 2.0832 6.8126
H -0.1960 2.3858 5.4240
H 2.7843 0.2712 2.5241
H 1.1348 -0.1088 2.6380
H 3.2858 -1.2546 4.4045
H 2.7922 -2.1011 3.0338
H 1.6540 -1.9365 4.3871
C -3.0263 -0.9675 -1.7599
C -3.3977 -0.2062 -3.0577
O -4.1331 -0.6565 -3.9597
C -2.7430 1.1967 -3.2142
H -2.9705 -0.3699 -0.8501
H -1.9986 -1.2971 -1.9122
H -3.5548 -1.9149 -1.6536
H -3.0846 1.8548 -2.4152
H -3.0498 1.6537 -4.1550
H -1.6722 1.0039 -3.2806
C -4.1205 2.3366 0.2754
C -3.6344 3.7214 0.5833
O -2.5239 3.8978 1.0709
C -4.6278 4.8347 0.2366
H -4.9899 2.2659 0.9291
H -3.4022 1.6046 0.6445
H -4.2780 2.2327 -0.7981
H -4.1953 5.7589 0.6198
H -5.5389 4.5285 0.7507
H -4.7540 4.9029 -0.8439
C 5.4437 2.4243 0.8732
C 4.0118 2.0126 0.6035
O 3.0497 2.5314 1.1153
C 3.7710 0.6432 -0.0684
H 5.9320 1.6499 1.4648
H 5.4533 3.3448 1.4569
H 5.9972 2.6057 -0.0482
H 3.7037 -0.1121 0.7146
H 4.5676 0.1735 -0.6455
H 2.8442 0.6817 -0.6407
C 0.5938 -2.8690 0.4393
C -0.7464 -3.5223 0.0602
O -1.7614 -3.4581 0.7923
C -0.7111 -4.3355 -1.2341
H 0.5269 -2.1185 1.2270
H 1.0162 -2.3263 -0.4063
H 1.3663 -3.5817 0.7279
H 0.0365 -3.9302 -1.9160
H -1.7156 -4.2278 -1.6434
H -0.4241 -5.3543 -0.9739
C -2.8717 -0.9369 2.3957
C -2.6002 0.1052 3.5024
O -2.0318 1.1975 3.3224
C -3.1387 -0.1641 4.9374
H -3.9158 -1.2326 2.2933
H -2.2105 -1.7596 2.6678
H -2.6552 -0.5467 1.4012
H -3.1776 0.7258 5.5657
H -2.4795 -0.8874 5.4173
H -4.1685 -0.5172 4.8844
```

Multiplicity: 2
HOMO-LUMO gap (spin up / spin down): 5.748 / 8.544 eV
Largest force on an atom: 4.70 eV/Å
⟨S²⟩: 0.75
E_tot: -48756.0365 eV
Molecular weight: 626.3 g/mol